No. 1
Density functional theory data (ωB97M-V with the def2-TZVPD basis set) for a molecular structure, C28H37N5O5PtS2Si.

Structure (XYZ):
```
79
Properties=species:S:1:pos:R:3:nbo_charge:R:1
Pt -0.871 0.880 -1.807 1.316
O -4.860 0.736 -0.681 -0.590
C -3.760 0.554 -1.170 0.619
N -2.705 1.408 -1.071 -0.641
C -2.901 2.638 -0.347 -0.292
C -1.612 3.409 -0.224 0.225
C -1.605 4.706 0.271 -0.197
C -0.405 5.383 0.372 -0.155
C 0.768 4.749 -0.019 -0.243
C 0.684 3.460 -0.496 0.055
N -0.480 2.810 -0.594 -0.488
C -3.446 -0.727 -1.906 0.117
C -4.353 -1.767 -1.926 -0.202
C -3.979 -2.953 -2.539 -0.148
C -2.719 -3.056 -3.109 -0.242
C -1.874 -1.962 -3.058 0.078
N -2.246 -0.823 -2.479 -0.457
H -3.283 2.419 0.656 0.240
H -3.660 3.263 -0.823 0.231
H -2.540 5.170 0.561 0.222
H -0.382 6.399 0.747 0.227
H 1.728 5.244 0.039 0.235
H 1.567 2.914 -0.806 0.221
H -5.314 -1.627 -1.452 0.253
H -4.661 -3.794 -2.563 0.227
H -2.387 -3.972 -3.580 0.232
H -0.877 -1.987 -3.479 0.221
S -1.380 2.535 -3.708 0.121
C 0.171 3.070 -4.054 -0.300
C 0.288 4.344 -4.722 0.233
N 0.359 5.364 -5.250 -0.253
C 1.332 2.335 -3.768 -0.339
S 1.312 0.827 -3.043 0.174
C 2.623 2.888 -4.107 0.235
N 3.665 3.312 -4.348 -0.256
C 1.494 -4.150 1.781 -0.633
C 0.379 -3.779 0.809 0.279
C -0.882 -4.567 1.124 -0.614
C 0.814 -4.031 -0.632 -0.638
O 0.025 -2.399 0.985 -0.949
Si 0.757 -1.021 0.474 2.506
O 0.236 -0.681 -1.018 -1.254
O 2.380 -1.262 0.501 -0.948
C 3.485 -0.460 0.952 0.279
C 3.555 -0.516 2.473 -0.631
C 4.725 -1.090 0.339 -0.615
C 3.340 0.982 0.481 -0.647
O 0.384 0.184 1.531 -0.956
C -0.639 0.319 2.534 0.278
C -0.327 -0.588 3.718 -0.634
C -2.008 -0.009 1.946 -0.638
C -0.592 1.779 2.962 -0.610
H 1.724 -5.217 1.713 0.207
H 1.184 -3.924 2.805 0.210
H 2.395 -3.576 1.555 0.226
H -0.697 -5.642 1.044 0.206
H -1.678 -4.290 0.427 0.209
H -1.219 -4.343 2.139 0.213
H 1.069 -5.084 -0.774 0.210
H 1.688 -3.422 -0.882 0.228
H 0.002 -3.765 -1.316 0.208
H 3.602 -1.556 2.806 0.213
H 2.669 -0.048 2.908 0.217
H 4.445 0.008 2.833 0.208
H 4.796 -2.139 0.639 0.212
H 5.627 -0.567 0.667 0.206
H 4.668 -1.044 -0.752 0.216
H 2.423 1.419 0.890 0.223
H 3.299 1.016 -0.610 0.215
H 4.193 1.577 0.816 0.214
H -0.346 -1.635 3.407 0.228
H -1.064 -0.440 4.512 0.208
H 0.665 -0.359 4.116 0.210
H -2.067 -1.067 1.675 0.230
H -2.172 0.588 1.045 0.199
H -2.799 0.216 2.665 0.212
H 0.406 2.028 3.334 0.214
H -1.321 1.973 3.754 0.207
H -0.815 2.429 2.110 0.199
```

Calculated values
<S²>: 6.04
LUMO (alpha / beta) (eV): -0.6 / -2.7
Spin multiplicity: 5


No. 2
Density functional theory data (ωB97M-V with the def2-TZVPD basis set) for 7 unconnected molecules or ions with the total composition C28H37N7O2 in a non-equilibrium geometry.

Structure (XYZ):
```
74
Properties=species:S:1:pos:R:3:lowdin_charge:R:1
N -1.850 -2.923 -1.822 -0.002
C -1.830 -1.692 -2.701 -0.331
C -1.532 -0.213 -2.038 -0.105
O -1.344 0.644 -3.250 -0.157
C -1.230 -0.137 -4.520 -0.230
O -1.532 0.199 -5.775 0.000
C -0.671 -1.585 -3.899 -0.029
H -2.043 -3.731 -2.485 0.087
H -2.710 -2.896 -1.195 0.081
H -2.839 -1.595 -3.325 0.155
H -0.473 -0.340 -1.555 0.101
H -2.246 0.175 -1.188 0.137
H -0.617 -2.496 -4.662 0.141
H 0.370 -1.217 -3.447 0.139
N -0.559 5.602 -1.624 0.014
C -0.398 4.783 -2.711 -0.125
C -0.707 3.498 -2.325 -0.135
C -1.073 3.544 -0.958 -0.141
C -0.976 4.856 -0.552 -0.136
H -0.397 6.600 -1.614 0.150
H -0.077 5.183 -3.663 0.111
H -0.674 2.621 -2.959 0.074
H -1.376 2.711 -0.338 0.090
H -1.165 5.321 0.406 0.111
N 2.244 0.638 -0.839 0.010
C 1.788 -0.355 -0.013 -0.148
C 2.871 -1.104 0.391 -0.128
C 4.022 -0.537 -0.208 -0.107
C 3.606 0.539 -0.960 -0.134
H 1.666 1.337 -1.289 0.139
H 0.734 -0.446 0.214 0.092
H 2.836 -1.963 1.047 0.082
H 5.044 -0.877 -0.101 0.094
H 4.161 1.239 -1.569 0.107
N -4.408 -1.790 1.746 -0.002
C -3.082 -1.443 1.781 -0.153
C -2.999 -0.070 1.723 -0.130
C -4.322 0.430 1.656 -0.110
C -5.171 -0.654 1.675 -0.138
H -4.766 -2.735 1.769 0.147
H -2.313 -2.201 1.843 0.106
H -2.085 0.510 1.729 0.088
H -4.622 1.468 1.600 0.096
H -6.251 -0.714 1.642 0.107
N 2.886 -2.358 5.649 0.007
C 1.674 -2.445 5.015 -0.139
C 1.737 -1.683 3.870 -0.114
C 3.035 -1.122 3.807 -0.130
C 3.724 -1.558 4.917 -0.163
H 3.125 -2.815 6.519 0.150
H 0.871 -3.038 5.433 0.104
H 0.935 -1.546 3.156 0.086
H 3.425 -0.471 3.036 0.091
H 4.736 -1.367 5.247 0.113
N -4.668 2.996 -2.926 0.014
C -5.998 3.280 -3.093 -0.150
C -6.239 4.526 -2.559 -0.124
C -5.009 5.013 -2.056 -0.112
C -4.055 4.050 -2.299 -0.124
H -4.210 2.143 -3.219 0.143
H -6.659 2.572 -3.576 0.101
H -7.196 5.030 -2.535 0.087
H -4.837 5.965 -1.571 0.088
H -2.996 4.024 -2.078 0.064
N 5.537 -4.237 1.774 0.005
C 5.546 -3.483 2.919 -0.137
C 6.854 -3.344 3.327 -0.114
C 7.663 -4.033 2.392 -0.120
C 6.824 -4.573 1.442 -0.147
H 4.710 -4.503 1.255 0.147
H 4.623 -3.113 3.345 0.076
H 7.189 -2.804 4.202 0.087
H 8.741 -4.126 2.409 0.089
H 7.032 -5.166 0.562 0.103
```

Calculated values
LUMO (eV): 0.4


No. 3
Density functional theory data (ωB97M-V with the def2-TZVPD basis set) for a molecular structure, C28H38AgN2OPSSi2Te in a non-equilibrium geometry.

Structure (XYZ):
```
75
Properties=species:S:1:pos:R:3:nbo_charge:R:1
Ag -0.067 -1.158 -1.698 0.681
O -0.015 1.647 -3.224 -0.559
N -1.144 1.023 -2.706 -0.148
C -2.102 1.801 -2.408 0.041
C -3.407 1.270 -2.050 -0.085
C -4.503 1.938 -2.600 -0.179
C -5.768 1.384 -2.562 -0.194
C -5.953 0.153 -1.955 -0.215
C -4.892 -0.477 -1.328 -0.125
C -3.614 0.074 -1.340 -0.345
P -2.240 -0.773 -0.480 0.804
C -3.135 -2.109 0.381 -0.377
C -3.079 -3.377 -0.187 -0.191
C -3.786 -4.424 0.373 -0.208
C -4.548 -4.211 1.511 -0.197
C -4.595 -2.953 2.092 -0.215
C -3.895 -1.899 1.530 -0.148
C -1.874 0.338 0.923 -0.251
C -2.400 1.612 1.092 -0.237
C -2.042 2.367 2.198 -0.206
C -1.162 1.864 3.140 -0.209
C -0.629 0.594 2.974 -0.205
C -0.977 -0.158 1.869 -0.234
H 0.455 0.938 -3.698 0.499
H -2.020 2.878 -2.580 0.193
H -4.341 2.877 -3.106 0.217
H -6.595 1.888 -3.039 0.221
H -6.923 -0.319 -1.970 0.220
H -5.057 -1.426 -0.843 0.219
H -2.479 -3.523 -1.079 0.228
H -3.743 -5.408 -0.071 0.222
H -5.097 -5.030 1.954 0.218
H -5.182 -2.794 2.985 0.216
H -3.940 -0.914 1.971 0.214
H -3.096 2.021 0.372 0.222
H -2.455 3.359 2.317 0.218
H -0.888 2.466 3.994 0.218
H 0.058 0.191 3.704 0.220
H -0.557 -1.145 1.727 0.224
S 0.812 -1.495 -4.070 -0.427
C 1.669 -2.872 -3.827 0.051
N 2.298 -3.832 -3.691 -0.459
C 1.401 4.193 1.162 -1.102
Si 3.027 3.199 1.169 1.610
C 4.123 3.700 -0.311 -1.107
C 4.008 3.479 2.781 -1.096
C 2.583 1.351 1.065 -1.137
Te 1.942 0.832 -0.948 0.476
C 3.624 -0.460 -1.364 -1.125
Si 3.767 -2.095 -0.376 1.626
C 5.149 -3.107 -1.195 -1.104
C 4.224 -1.770 1.454 -1.106
C 2.155 -3.109 -0.427 -1.112
H 1.582 5.256 1.041 0.237
H 0.851 4.057 2.087 0.233
H 0.757 3.871 0.348 0.236
H 4.391 4.751 -0.269 0.237
H 3.610 3.524 -1.253 0.247
H 5.046 3.129 -0.327 0.234
H 4.270 4.525 2.907 0.236
H 4.932 2.910 2.777 0.235
H 3.434 3.178 3.651 0.232
H 1.800 1.098 1.774 0.243
H 3.447 0.740 1.288 0.247
H 4.517 0.156 -1.264 0.238
H 3.524 -0.703 -2.421 0.263
H 6.075 -2.545 -1.272 0.230
H 4.852 -3.413 -2.192 0.260
H 5.359 -4.006 -0.626 0.235
H 5.053 -1.073 1.535 0.228
H 4.539 -2.699 1.921 0.239
H 3.395 -1.380 2.038 0.230
H 2.121 -3.659 -1.366 0.274
H 1.248 -2.482 -0.360 0.193
H 2.107 -3.834 0.383 0.239
```

Calculated values
LUMO (eV): -0.2


> Which formula does entry 3 have?

C28H38AgN2OPSSi2Te